1.
A structure of composition C17H39N5O7Tl, computed with the ωB97M-V functional and the def2-TZVPD basis.

```
69
Properties=species:S:1:pos:R:3:forces:R:3:nbo_charge:R:1
Tl 0.02336 -0.96196 0.03780 -0.254 0.734 -0.291 1.221
O -1.36781 1.14529 -0.22215 0.737 0.022 -0.863 -0.594
C -1.84191 1.39749 -1.42477 -2.378 0.406 2.977 -0.052
C -0.96733 0.94644 -2.71296 2.716 -0.939 -2.339 -0.053
O -0.62966 -0.30417 -2.71434 -0.620 -0.042 0.796 -0.410
H -2.06457 2.46993 -1.51457 0.927 0.228 -0.773 0.215
H -2.81905 0.90549 -1.54880 0.235 -0.428 -0.621 0.165
H -0.04934 1.54449 -2.75831 -0.012 0.807 0.822 0.138
H -1.54520 1.26950 -3.58771 -1.012 -0.195 0.348 0.211
C 4.30239 -1.39915 1.79895 0.409 -0.425 2.624 -0.689
C 2.99872 -1.71896 2.51763 -0.338 0.766 -1.650 0.701
O 1.97148 -1.80544 1.84140 -0.545 -0.517 0.042 -0.705
N 2.99743 -1.82073 3.84469 -0.282 -0.292 -0.025 -0.585
C 1.80813 -2.13888 4.62722 0.759 0.423 0.907 -0.419
H 5.06367 -1.30304 2.58667 0.111 0.248 -0.167 0.196
H 4.20416 -0.42804 1.33174 -0.080 -0.402 -0.706 0.241
H 4.64285 -2.28676 1.27342 -0.312 0.396 -0.873 0.248
H 3.84143 -1.60741 4.34565 0.046 -0.140 -0.006 0.401
H 2.05556 -2.98613 5.26748 -0.258 -0.117 -0.068 0.205
H 0.91970 -2.34000 4.04419 0.225 0.035 -0.373 0.242
H 1.63770 -1.28371 5.28433 -0.368 -0.087 0.003 0.203
C -2.65442 -4.90387 -1.55678 -1.134 -0.433 0.777 -0.700
C -2.80728 -3.40048 -1.54071 1.374 -0.272 -0.749 0.687
O -1.89222 -2.68617 -1.14265 -0.249 0.315 0.147 -0.674
N -3.92821 -2.92279 -2.10723 -0.780 0.359 0.582 -0.595
C -4.22198 -1.48929 -2.30548 1.216 -1.391 -0.510 -0.423
H -1.86940 -5.32063 -2.18042 0.121 0.498 -0.176 0.249
H -3.60912 -5.36258 -1.82772 0.151 -0.146 -0.172 0.205
H -2.46836 -5.23792 -0.53427 0.178 0.108 -0.006 0.243
H -4.57766 -3.59525 -2.47413 -0.050 0.029 -0.007 0.400
H -3.58440 -0.93554 -1.62202 -0.246 0.010 0.138 0.219
H -5.28045 -1.28634 -2.19338 -0.014 0.066 0.042 0.211
H -3.85471 -1.32502 -3.31988 -0.395 0.786 -0.051 0.208
C 4.80597 1.00722 -1.19961 -1.015 -0.268 0.788 -0.728
C 3.30373 0.89710 -1.45871 0.045 0.010 -0.289 0.696
O 2.59632 0.10829 -0.84611 0.044 0.201 0.290 -0.652
N 2.81901 1.63407 -2.48099 -0.047 0.028 -0.551 -0.613
C 3.64907 2.22564 -3.51004 -0.439 2.375 0.709 -0.436
H 5.26777 1.99032 -1.24232 -0.158 0.045 -0.764 0.234
H 5.19889 0.26282 -1.89179 0.712 0.177 0.198 0.248
H 4.93330 0.71670 -0.15827 0.200 -0.492 -0.238 0.238
H 1.84787 1.54114 -2.70920 -0.161 -0.448 0.177 0.393
H 3.05692 2.63365 -4.33251 -0.203 -1.320 -0.437 0.228
H 4.50606 1.61705 -3.76872 -0.032 0.151 -0.344 0.217
H 3.90043 3.24354 -3.16183 1.117 -0.480 0.285 0.200
C -4.68013 -1.64860 2.28937 0.010 1.153 -0.635 -0.704
C -3.56721 -0.96028 1.53321 1.078 -0.350 -0.044 0.696
O -2.45427 -1.47968 1.41120 0.065 -0.071 0.395 -0.662
N -3.77876 0.25357 0.98736 -0.676 0.729 -0.681 -0.623
C -5.05086 0.88927 0.72998 -1.653 -0.953 0.958 -0.428
H -5.00006 -0.99142 3.09992 0.023 -0.147 0.141 0.239
H -4.34974 -2.61080 2.65574 -0.099 -0.078 -0.112 0.252
H -5.51852 -1.67688 1.58975 -0.162 -0.565 0.229 0.226
H -2.99855 0.66279 0.48789 0.304 -0.401 0.470 0.423
H -5.47522 1.39800 1.60148 0.526 0.601 -0.102 0.206
H -5.84726 0.14698 0.58493 0.299 -0.212 -0.360 0.197
H -5.09717 1.50708 -0.16173 0.526 0.202 0.105 0.213
C 3.09036 2.67107 1.87610 -0.312 0.867 -0.801 -0.711
C 1.73844 2.24601 1.36369 -0.881 -1.109 0.560 0.694
O 1.32155 1.12114 1.64447 0.054 0.083 0.095 -0.654
N 0.94256 3.09386 0.66620 0.811 0.474 -0.686 -0.615
C 1.44008 4.17855 -0.18943 -0.285 0.330 1.037 -0.416
H 3.06600 3.68569 2.27883 -0.093 -0.094 0.207 0.236
H 3.76188 2.75051 1.01587 0.244 -0.311 0.146 0.223
H 3.42129 1.95337 2.61582 0.128 -0.028 -0.083 0.248
H 0.07778 2.69410 0.32194 0.146 -0.434 0.395 0.419
H 0.78412 4.14779 -1.05640 0.465 0.401 -0.308 0.202
H 2.50315 4.12200 -0.42433 -0.140 -0.517 -0.353 0.201
H 1.35173 5.13998 0.32535 -0.321 0.041 -0.175 0.203
```
Positions in Å, forces in eV/Å.

Its charge is +1. The spin multiplicity is 1. Its highest occupied orbital energy is -11.6 eV. For the molecular weight, the calculation gives 629.9 g/mol. The calculation puts the frontier orbital gap at 5.36 eV. The value obtained for the lowest unoccupied orbital energy is -6.22 eV. The energy above the lowest of the compared OMol25 structures with the same formula, charge and spin is 0.00 kcal/mol.

---

2.
A structure of composition C4H9NO2, computed with the ωB97M-V functional and the def2-TZVPD basis.

```
16
Properties=species:S:1:pos:R:3:forces:R:3:nbo_charge:R:1
N 0.06986 1.48910 1.23273 -0.203 0.090 -0.036 -0.835
C -0.47917 1.73574 0.00232 -0.026 0.159 -0.001 0.632
O -0.88241 2.82282 -0.37953 0.262 -0.700 0.282 -0.588
C -0.46806 0.53229 -0.91515 0.473 -0.144 -0.259 -0.212
C 0.69609 -0.21384 -1.05842 -0.198 0.619 -0.367 -0.500
C 0.65273 -1.86566 0.25126 -0.148 -0.272 0.440 0.145
O -0.23974 -1.73564 1.13754 0.423 -0.151 -0.526 -0.621
H 0.01074 2.23378 1.91653 -0.002 -0.177 -0.203 0.406
H 0.08419 0.53294 1.58114 0.004 0.274 -0.134 0.414
H -1.54152 -0.31716 0.03396 -0.115 -0.071 0.083 -0.041
H -1.21660 0.54903 -1.70732 0.113 -0.054 0.291 0.248
H 0.83702 -0.76528 -1.98835 -0.086 0.066 0.268 0.228
H 1.60113 0.20510 -0.62456 -0.222 -0.167 0.052 0.233
H 0.51576 -2.61150 -0.55312 -0.038 0.248 0.203 0.144
H 1.69712 -1.65635 0.52167 -0.265 0.070 -0.061 0.158
H -1.33713 -0.93538 0.54930 0.029 0.210 -0.031 0.189
```
Positions in Å, forces in eV/Å.

Its charge is 0. The spin multiplicity is 1. Its highest occupied orbital energy is -9.9 eV. For the molecular weight, the calculation gives 103.1 g/mol. The calculation puts the frontier orbital gap at 9.64 eV. The value obtained for the lowest unoccupied orbital energy is -0.21 eV. The energy above the lowest of the compared OMol25 structures with the same formula, charge and spin is 104.39 kcal/mol.

---

3.
A cluster of 3 separate species, C4H12N2O in total, computed with the ωB97M-V functional and the def2-TZVPD basis.

```
19
Properties=species:S:1:pos:R:3:forces:R:3:nbo_charge:R:1
C -0.96349 1.27841 -0.13515 0.089 -0.327 -0.097 0.076
C 0.41629 -0.72771 -0.38759 0.176 0.373 -0.056 0.172
C -0.66620 -0.81040 0.45685 -0.071 0.000 0.025 -0.286
C 0.11453 2.25893 0.22052 0.016 -0.019 -0.042 -0.683
N 1.68099 -0.48171 -0.00310 -0.128 -0.069 0.014 -0.770
N -0.26851 -2.91832 0.70854 -0.031 0.176 -0.005 -1.173
O -1.46625 1.37315 -1.44259 0.150 -0.029 0.174 -0.716
H -0.73586 1.54138 -2.04836 -0.039 0.018 0.045 0.462
H -1.81545 1.31027 0.53978 0.015 -0.017 -0.005 0.173
H 0.25738 -0.83988 -1.45244 -0.007 -0.026 0.014 0.211
H 2.43084 -0.57925 -0.66475 -0.078 -0.001 0.015 0.400
H 1.92784 -0.60143 0.96677 -0.050 -0.004 -0.045 0.401
H 0.70437 -3.21378 0.81008 -0.050 0.003 -0.029 0.309
H -0.61156 -3.41989 -0.11299 0.031 0.020 0.045 0.315
H -1.63307 -1.05976 0.05977 0.006 -0.007 -0.032 0.244
H -0.57494 -0.65759 1.52017 0.034 0.012 0.001 0.226
H 1.00546 2.13215 -0.40362 -0.035 0.001 0.008 0.200
H 0.42750 2.11912 1.25792 -0.024 -0.005 -0.034 0.221
H -0.22984 3.29630 0.11019 -0.005 -0.099 0.005 0.218
```
Positions in Å, forces in eV/Å.

Its charge is 0. The spin multiplicity is 1. Its highest occupied orbital energy (alpha / beta) is -6.3 / -5.8 eV. For the molecular weight, the calculation gives 104.2 g/mol. The calculation puts the frontier orbital gap (alpha / beta) at 6.77 / 6.29 eV. The value obtained for the lowest unoccupied orbital energy (alpha / beta) is 0.49 / 0.50 eV. The energy above the lowest of the compared OMol25 structures with the same formula, charge and spin is 139.29 kcal/mol.

---

4.
The ion C3H5N2O2 with charge +1, computed with the ωB97M-V functional and the def2-TZVPD basis.

```
12
Properties=species:S:1:pos:R:3:forces:R:3:nbo_charge:R:1
C 1.08729 -0.39300 0.19006 2.329 -0.871 0.869 -0.125
C -0.06351 -0.64946 -0.35479 0.991 1.570 0.846 0.391
C -1.23166 -1.28207 -0.64839 -2.282 2.109 -3.025 -0.751
N 1.49407 0.72054 0.85023 -0.275 0.926 -0.053 -0.266
N -0.57421 1.72225 0.24043 -0.799 -1.422 -0.634 0.369
O -1.28530 2.64327 0.27570 1.739 -0.806 0.334 -0.149
O 0.70585 1.88900 0.80932 0.458 1.145 0.592 -0.197
H 1.91184 -1.21675 0.24199 -1.727 1.217 -0.386 0.341
H -0.78691 -2.09598 -1.14217 0.564 -2.238 -0.921 0.344
H -1.80443 -0.82691 -1.54706 1.009 -0.489 1.165 0.314
H -1.93380 -1.52170 0.07685 -0.858 -0.667 1.730 0.275
H 2.48077 1.01080 1.00784 -1.148 -0.474 -0.517 0.454
```
Positions in Å, forces in eV/Å.

Its charge is +1. The spin multiplicity is 1. Its highest occupied orbital energy is -14.3 eV. For the molecular weight, the calculation gives 101.1 g/mol. The calculation puts the frontier orbital gap at 8.06 eV. The value obtained for the lowest unoccupied orbital energy is -6.27 eV. The energy above the lowest of the compared OMol25 structures with the same formula, charge and spin is 175.99 kcal/mol.